Entry from the Open Molecules 2025 dataset: the ion C7H14N3 with charge +1 at a distorted geometry (wB97M-V/def2-TZVPD).

Each line ends with the natural charge from an NBO analysis.
Positions of all 24 atoms, in Å:
C -3.475 -0.129 -0.217  -0.633
C -1.983 0.214 -0.037  0.299
N -1.752 1.517 0.049  -0.753
C -1.051 -0.805 0.005  -0.229
N 0.282 -0.685 0.375  -0.214
C 0.881 -1.937 0.916  -0.420
C 1.106 0.259 0.196  0.301
C 1.352 1.531 -0.214  -0.508
C 2.514 0.574 0.268  -0.019
N 3.592 0.054 -0.432  -0.858
H -3.808 -0.771 0.588  0.247
H -4.089 0.758 -0.201  0.219
H -3.487 -0.663 -1.084  0.240
H -1.117 1.875 0.658  0.392
H -2.694 2.030 0.036  0.405
H -1.427 -1.838 0.033  0.228
H 1.468 -2.412 0.118  0.234
H 1.588 -1.853 1.669  0.241
H 0.162 -2.712 1.003  0.236
H 1.310 2.280 0.545  0.266
H 1.295 1.902 -1.237  0.273
H 2.812 0.711 1.375  0.237
H 4.493 0.384 -0.061  0.405
H 3.655 -0.123 -1.492  0.412

Summary:
Electronic energy (Eh): -439.02525
Charge: +1
Lowest unoccupied orbital energy (eV): -3.86

***

Entry from the Open Molecules 2025 dataset: a cluster of 2 separate species, C3H8O2S in total (wB97M-V/def2-TZVPD).

Each line ends with the natural charge from an NBO analysis.
Positions of all 14 atoms, in Å:
C -1.048 0.152 -0.050  -0.055
O -1.833 1.358 0.127  -0.780
C 0.438 0.461 -0.019  -0.440
C 1.313 -0.667 -0.552  -0.501
S 3.147 -0.386 -0.570  -0.787
H -1.277 -0.513 0.786  0.166
H -1.423 -0.355 -0.943  0.147
H 0.723 0.645 1.023  0.184
H 0.743 1.380 -0.530  0.196
H 1.058 -0.841 -1.600  0.169
H 1.141 -1.589 0.011  0.170
H -2.537 1.038 0.728  0.512
H -3.850 -0.553 2.116  0.384
O -4.316 -0.372 1.290  -1.364

Summary:
Electronic energy (Eh): -667.70037
Charge: -2
Lowest unoccupied orbital energy (eV): 5.89